[1]
Molecular formula: C3H4CuO3
Method: DFT, ωB97M-V/def2-TZVPD

Calculated values
- Calculated total energy: -53953.566 eV
- HOMO level (alpha / beta): -5.98 / -9.27 eV
- Relative energy (zero: lowest compared OMol25 entry of this formula, charge and spin): 228.2 kJ/mol
- Net charge: 0
- F_max: 3.73 eV Å⁻¹
- Multiplicity: 2
- Orbital gap (alpha / beta): 0.1527 / 0.2737 hartree
- LUMO level (alpha / beta): -1.82 / -1.82 eV
- Expectation value of S²: 0.75

Positions of all 11 atoms, in Å:
Cu  -1.3822  2.4938  -1.3863
O  0.0488  -0.6368  0.7949
O  -1.5457  0.3599  -0.3602
O  0.4376  1.3260  -0.2667
C  1.6220  -2.3735  1.3962
C  -0.3608  0.4131  0.0468
C  1.2202  -1.2978  0.4711
H  1.9196  -3.3009  0.8869
H  2.2589  -1.3823  1.7877
H  1.6800  -1.0679  -0.4910
H  0.9355  -2.5967  2.2280

***

[2]
Molecular formula: C4H12
Method: DFT, ωB97M-V/def2-TZVPD

Calculated values
- Calculated total energy: -4342.004 eV
- HOMO level: -11.48 eV
- Relative energy (zero: lowest compared OMol25 entry of this formula, charge and spin): 50.5 kJ/mol
- Net charge: 0
- F_max: 2.50 eV Å⁻¹
- SMILES: CC.CC
- Orbital gap: 0.4601 hartree
- LUMO level: 1.04 eV

Positions of all 16 atoms, in Å:
C  -1.8920  1.3825  -0.8222
C  1.4081  -1.1820  1.8353
C  -1.2756  2.1773  -1.9579
C  1.7753  -2.3932  0.9569
H  -1.9674  2.3697  -2.7635
H  0.7436  -2.6934  0.5079
H  -1.0529  3.2357  -1.6926
H  -0.3800  1.7168  -2.4025
H  2.4675  -2.0347  0.1886
H  -2.1626  0.3432  -1.0175
H  0.5279  -0.7255  1.3778
H  -2.8389  1.7600  -0.4580
H  2.2259  -0.4170  1.8152
H  -1.1035  1.3133  -0.0863
H  2.2153  -3.1784  1.5333
H  1.1797  -1.4829  2.8658